Entry 1:
29
Properties=species:S:1:pos:R:3:forces:R:3 method="wB97M-V/def2-TZVPD" lumo_energy_ev=-4.282 charge=+1 homo_energy_ev=-11.85 max_force_ev_per_a=0.6 total_energy_ha=-1308.858308 spin_multiplicity=1
C -4.1504 1.4783 2.3627 -0.027 -0.042 -0.083
N -3.1266 0.9944 1.4097 -0.183 0.448 0.048
C -3.7672 0.2563 0.2965 0.189 -0.140 0.080
C -2.3917 2.0853 0.8622 0.263 -0.417 -0.013
O -2.8031 3.1773 0.6287 0.023 0.136 0.199
C -0.9120 1.7622 0.5345 -0.287 -0.023 -0.287
S -0.1218 0.6789 1.7438 0.386 0.199 0.440
P 0.3898 -1.2070 0.6010 0.188 -0.216 -0.265
N 1.8599 -1.1741 0.1889 -0.230 -0.433 -0.023
H -3.6771 1.7588 3.3011 0.021 0.079 -0.003
H -4.7023 2.3296 1.9619 -0.014 -0.025 0.000
H -4.8456 0.6678 2.5585 0.003 -0.083 0.032
H -4.1514 -0.6879 0.6757 -0.050 0.016 -0.003
H -4.5820 0.8421 -0.1369 0.017 -0.028 -0.038
H -3.0390 0.0393 -0.4875 -0.011 0.007 -0.019
H -0.3356 2.6809 0.5005 -0.006 0.073 0.008
H -0.8512 1.2808 -0.4444 -0.017 0.042 -0.035
H -1.2372 0.3045 2.4100 -0.324 -0.103 -0.215
H -0.1457 -2.1701 1.4686 -0.099 0.050 0.093
H -0.5493 -1.0257 -0.4178 -0.027 0.171 0.014
H 2.4555 -1.8812 0.6091 0.147 0.251 0.120
C 4.7421 -1.3056 -2.8877 -0.007 -0.008 0.033
O 3.9115 -0.7789 -3.6049 -0.034 0.015 -0.024
N 5.9419 -1.7576 -3.3530 -0.016 -0.008 0.001
N 4.5155 -1.4811 -1.5439 0.035 -0.043 -0.177
H 6.6354 -2.1885 -2.7721 -0.001 0.011 -0.002
H 6.1277 -1.6380 -4.3315 0.002 0.001 0.006
H 3.6353 -1.1330 -1.2119 0.048 0.020 0.098
H 5.1748 -1.9077 -0.9216 0.011 0.050 0.014

Entry 2:
28
Properties=species:S:1:pos:R:3:forces:R:3 method="wB97M-V/def2-TZVPD" lumo_energy_ev=0.784 homo_energy_ev=-8.04 max_force_ev_per_a=4.1 total_energy_ha=-1213.357205 spin_multiplicity=1
C 1.0357 1.9131 -0.2814 -1.118 0.093 -0.265
N -0.3398 1.3660 -0.6852 2.527 1.060 1.717
C -1.0866 2.3289 -1.4249 -0.757 0.804 -0.015
P -0.8314 -0.0911 -0.1474 0.125 -1.455 -2.866
S -2.6373 -0.5741 -0.7741 0.928 0.269 0.400
N -0.4469 -0.2198 1.4022 0.532 -0.590 4.020
C -0.4078 0.8738 2.4592 -0.523 -1.516 -1.208
N -0.1913 -1.5522 2.0248 0.069 0.681 -0.694
C 0.8602 -2.2549 1.2800 -1.532 1.526 -1.882
N 0.2799 -2.4043 -0.1178 1.471 -0.208 1.718
N 0.5291 -1.1240 -0.7901 -1.511 0.317 0.430
C 0.4454 -1.2750 -2.2580 -3.114 -0.957 0.707
H 1.5339 2.2566 -1.1823 0.306 -0.432 -0.244
H 0.9343 2.8261 0.3004 -0.557 0.181 0.212
H 1.6746 1.2825 0.3400 -0.407 -0.530 -0.568
H -0.8644 3.3707 -1.1436 0.025 -0.421 0.325
H -0.8785 2.2624 -2.4618 0.441 -0.093 -1.282
H -2.1515 2.1780 -1.3551 -0.351 -0.179 0.343
H -1.0655 1.7075 2.1862 0.337 -0.183 0.023
H -0.7401 0.4020 3.3789 -0.260 0.103 -0.003
H 0.6219 1.1500 2.6106 0.346 0.507 -0.035
H -1.0131 -2.1933 1.8795 0.579 1.330 0.101
H 1.8753 -1.8390 1.2943 -0.515 0.770 -0.061
H 0.9669 -3.1773 1.7404 -0.169 -2.144 0.673
H 0.8025 -3.1647 -0.5322 0.233 0.225 -0.777
H 0.1141 -2.3615 -2.4592 0.353 1.687 -0.063
H -0.4248 -0.5750 -2.6044 1.866 -1.258 -0.039
H 1.4051 -1.1113 -2.6789 0.678 0.416 -0.669